{"formula": "C36H83N5O8", "method": "the ωB97M-V functional and the def2-TZVPD basis", "elements": ["C", "C", "C", "C", "C", "C", "C", "C", "C", "N", "O", "H", "H", "H", "H", "H", "H", "H", "H", "H", "H", "H", "H", "H", "H", "H", "H", "H", "H", "H", "C", "C", "C", "C", "C", "C", "C", "C", "C", "N", "O", "H", "H", "H", "H", "H", "H", "H", "H", "H", "H", "H", "H", "H", "H", "H", "H", "H", "H", "H", "C", "O", "C", "C", "N", "C", "C", "O", "C", "H", "H", "H", "H", "H", "H", "H", "H", "H", "H", "H", "H", "H", "H", "H", "C", "O", "C", "C", "N", "C", "C", "O", "C", "H", "H", "H", "H", "H", "H", "H", "H", "H", "H", "H", "H", "H", "H", "H", "C", "O", "C", "C", "N", "C", "C", "O", "C", "H", "H", "H", "H", "H", "H", "H", "H", "H", "H", "H", "H", "H", "H", "H"], "coordinates": [[-8.692, -4.608, -5.787], [-7.797, -4.958, -4.585], [-8.262, -6.281, -3.976], [-6.328, -5.146, -5.025], [-5.570, -3.830, -5.147], [-5.770, -2.884, -3.933], [-7.234, -2.615, -3.704], [-7.363, -1.835, -2.391], [-7.815, -1.710, -4.809], [-7.894, -3.909, -3.537], [-9.224, -3.853, -3.040], [-9.212, -5.499, -6.152], [-9.406, -3.823, -5.562], [-8.111, -4.338, -6.676], [-7.963, -6.499, -2.952], [-9.355, -6.288, -3.974], [-7.909, -7.096, -4.606], [-5.730, -5.780, -4.371], [-6.449, -5.575, -6.022], [-4.481, -3.923, -5.209], [-5.815, -3.214, -6.018], [-5.197, -1.971, -4.100], [-5.326, -3.368, -3.058], [-7.165, -0.779, -2.557], [-6.836, -2.286, -1.547], [-8.394, -1.914, -2.025], [-7.226, -0.815, -4.997], [-8.855, -1.457, -4.569], [-7.973, -2.238, -5.749], [-9.106, -4.238, -2.165], [1.027, -7.544, -3.670], [0.065, -8.230, -4.643], [0.643, -9.529, -5.226], [-1.224, -8.675, -3.915], [-2.295, -7.584, -3.731], [-2.503, -6.760, -4.963], [-1.229, -6.276, -5.673], [-1.591, -5.824, -7.087], [-0.617, -5.125, -4.854], [-0.283, -7.393, -5.805], [0.861, -7.100, -6.590], [1.440, -8.265, -2.963], [1.761, -6.879, -4.119], [0.461, -6.845, -3.042], [0.170, -9.847, -6.148], [1.734, -9.479, -5.276], [0.513, -10.331, -4.489], [-1.731, -9.528, -4.374], [-0.832, -9.063, -2.969], [-3.170, -7.997, -3.222], [-1.910, -6.953, -2.915], [-2.983, -5.848, -4.589], [-3.151, -7.172, -5.741], [-1.947, -6.711, -7.627], [-0.674, -5.566, -7.614], [-2.375, -5.073, -7.127], [-0.725, -4.160, -5.376], [0.469, -5.092, -4.745], [-1.074, -4.961, -3.877], [0.692, -7.577, -7.411], [-12.542, -6.148, -0.986], [-11.976, -7.436, -1.038], [-11.339, -7.794, 0.173], [-10.968, -9.296, -0.012], [-10.194, -9.482, -1.231], [-8.775, -9.096, -1.029], [-7.746, -9.839, -1.861], [-7.534, -9.064, -3.027], [-6.478, -9.547, -3.862], [-12.279, -5.474, -0.164], [-13.629, -6.268, -0.892], [-12.340, -5.603, -1.909], [-12.031, -7.707, 1.018], [-10.526, -7.092, 0.377], [-11.987, -9.697, -0.011], [-10.490, -9.784, 0.834], [-10.568, -8.819, -1.898], [-8.563, -9.132, 0.044], [-8.737, -8.012, -1.217], [-8.149, -10.833, -2.081], [-6.826, -9.902, -1.270], [-6.451, -10.641, -3.813], [-5.538, -9.032, -3.672], [-6.859, -9.402, -4.880], [0.863, -10.032, -8.863], [1.196, -10.552, -10.139], [0.070, -10.932, -10.918], [-0.952, -9.829, -11.129], [-1.939, -9.691, -10.076], [-2.825, -10.806, -9.884], [-3.910, -10.532, -8.848], [-5.171, -10.946, -9.315], [-6.242, -10.346, -8.653], [0.235, -10.759, -8.340], [0.569, -8.982, -8.836], [1.836, -10.062, -8.358], [-0.425, -11.743, -10.366], [0.510, -11.328, -11.830], [-1.478, -9.957, -12.095], [-0.472, -8.849, -11.220], [-2.428, -8.805, -10.054], [-2.320, -11.744, -9.607], [-3.192, -11.204, -10.856], [-3.867, -9.466, -8.591], [-3.685, -11.083, -7.927], [-7.151, -10.416, -9.244], [-6.067, -9.326, -8.294], [-6.472, -10.883, -7.716], [-3.337, -3.145, -7.958], [-2.310, -3.708, -8.747], [-2.816, -4.205, -9.998], [-2.359, -5.658, -10.161], [-3.123, -6.764, -9.595], [-4.384, -6.930, -10.312], [-4.209, -7.379, -11.756], [-4.361, -6.350, -12.693], [-4.286, -6.770, -14.024], [-2.886, -2.792, -7.027], [-4.066, -3.890, -7.615], [-3.821, -2.304, -8.457], [-2.226, -3.647, -10.730], [-3.875, -4.021, -10.171], [-1.344, -5.694, -9.743], [-2.103, -5.852, -11.208], [-3.252, -6.581, -8.606], [-5.060, -6.066, -10.242], [-4.978, -7.692, -9.794], [-4.897, -8.216, -11.937], [-3.232, -7.876, -11.870], [-5.101, -6.293, -14.569], [-4.311, -7.857, -14.165], [-3.358, -6.505, -14.551]], "e_above_lowest_ev": 1.6663, "e_tot_ev": -62499.5501, "gap_ev": 8.6, "total_charge": 0, "mol_weight_da": 714.09, "largest_force_ev_per_a": 2.388, "lumo_ev": 0.4}

{"formula": "C27H16MoN6O6S7", "method": "the ωB97M-V functional and the def2-TZVPD basis", "elements": ["Mo", "C", "C", "N", "C", "C", "N", "C", "C", "C", "C", "C", "N", "C", "C", "N", "C", "C", "N", "C", "C", "C", "N", "C", "C", "H", "H", "H", "H", "H", "H", "H", "H", "H", "H", "H", "H", "O", "S", "O", "O", "C", "C", "C", "C", "C", "C", "S", "O", "O", "O", "H", "H", "H", "H", "S", "C", "S", "C", "C", "S", "S", "S"], "coordinates": [[0.942, -0.725, -1.444], [2.910, -2.699, 1.989], [2.554, -2.307, 0.712], [1.877, -1.175, 0.514], [1.535, -0.454, 1.589], [1.902, -0.878, 2.861], [2.588, -1.989, 3.067], [0.800, 0.772, 1.286], [0.345, 1.681, 2.224], [-0.326, 2.817, 1.796], [-0.442, 3.032, 0.426], [0.059, 2.090, -0.452], [0.616, 0.954, -0.024], [0.106, 2.249, -1.912], [-0.316, 3.383, -2.589], [-0.191, 3.513, -3.903], [0.371, 2.502, -4.548], [0.794, 1.352, -3.894], [0.661, 1.227, -2.579], [-0.885, 3.787, 2.764], [-0.180, 4.159, 3.902], [-0.754, 5.073, 4.773], [-1.954, 5.615, 4.586], [-2.625, 5.249, 3.498], [-2.139, 4.350, 2.561], [3.458, -3.619, 2.139], [2.780, -2.911, -0.154], [1.625, -0.303, 3.735], [0.472, 1.488, 3.279], [-0.900, 3.940, 0.062], [-0.767, 4.212, -2.060], [0.487, 2.589, -5.620], [1.237, 0.531, -4.435], [0.809, 3.768, 4.101], [-0.219, 5.386, 5.662], [-3.605, 5.694, 3.367], [-2.744, 4.072, 1.708], [-0.755, -4.061, -2.198], [-0.303, -3.858, -0.853], [0.686, -4.764, -0.327], [0.167, -2.432, -0.606], [-1.689, -3.888, 0.242], [-1.745, -4.832, 1.254], [-2.819, -4.838, 2.132], [-3.827, -3.896, 1.992], [-3.775, -2.954, 0.976], [-2.707, -2.950, 0.094], [-2.320, -0.439, -0.721], [-2.678, -2.072, -0.961], [-1.853, -0.353, 0.661], [-1.140, -0.290, -1.688], [-0.939, -5.547, 1.342], [-2.866, -5.576, 2.922], [-4.666, -3.895, 2.676], [-4.560, -2.220, 0.851], [5.216, -1.253, -7.322], [4.299, -1.219, -5.975], [2.703, -1.908, -5.880], [2.393, -1.514, -4.207], [3.380, -0.847, -3.563], [3.178, -0.370, -1.918], [4.816, -0.486, -4.483], [0.920, -1.964, -3.427]], "e_above_lowest_ev": 0.3734, "e_tot_ev": -127188.8538, "gap_ev": 6.1, "total_charge": 0, "mol_weight_da": 840.87, "largest_force_ev_per_a": 0.147, "lumo_ev": -1.8}

{"formula": "C36H43BN7O2P", "method": "the ωB97M-V functional and the def2-TZVPD basis", "elements": ["C", "C", "C", "P", "N", "C", "C", "C", "B", "O", "O", "H", "H", "H", "H", "H", "H", "H", "H", "H", "H", "H", "H", "H", "C", "C", "C", "N", "C", "C", "H", "H", "H", "H", "H", "C", "C", "C", "N", "C", "C", "H", "H", "H", "H", "H", "C", "C", "C", "N", "C", "C", "H", "H", "H", "H", "H", "C", "C", "C", "N", "C", "C", "H", "H", "H", "H", "H", "C", "C", "C", "N", "C", "C", "H", "H", "H", "H", "H", "C", "C", "C", "N", "C", "C", "H", "H", "H", "H", "H"], "coordinates": [[5.530, -2.991, -1.725], [4.380, -3.743, -2.074], [3.854, -3.859, -3.566], [2.083, -3.142, -3.769], [1.051, -4.222, -2.831], [0.554, -3.637, -1.755], [-0.958, -3.097, -1.835], [1.285, -3.452, -0.353], [2.104, -1.351, -3.055], [1.320, -0.349, -3.765], [2.839, -0.883, -1.915], [5.636, -2.555, -0.674], [6.338, -2.749, -2.484], [3.861, -4.258, -1.198], [4.564, -3.398, -4.331], [3.758, -4.962, -3.818], [-1.024, -1.985, -2.042], [-1.599, -3.729, -2.543], [-1.394, -3.279, -0.787], [0.636, -2.786, 0.320], [1.366, -4.495, 0.112], [2.296, -2.943, -0.412], [0.372, -0.590, -3.749], [2.271, -0.744, -1.135], [-4.313, 0.583, 0.913], [-5.200, 0.279, -0.109], [-4.682, -0.047, -1.352], [-3.370, -0.081, -1.628], [-2.534, 0.220, -0.623], [-2.951, 0.554, 0.655], [-4.680, 0.841, 1.900], [-6.270, 0.293, 0.055], [-5.335, -0.296, -2.182], [-1.478, 0.187, -0.875], [-2.231, 0.785, 1.430], [-0.637, 0.857, 6.607], [0.158, 1.106, 5.499], [-0.458, 1.224, 4.264], [-1.781, 1.109, 4.075], [-2.527, 0.867, 5.163], [-2.009, 0.735, 6.441], [-0.192, 0.759, 7.591], [1.232, 1.206, 5.592], [0.121, 1.422, 3.368], [-3.594, 0.776, 4.981], [-2.660, 0.542, 7.284], [2.649, 2.997, -1.506], [2.000, 2.193, -2.432], [1.015, 2.767, -3.219], [0.648, 4.055, -3.136], [1.290, 4.810, -2.232], [2.291, 4.333, -1.401], [3.427, 2.585, -0.872], [2.252, 1.152, -2.539], [0.481, 2.181, -3.959], [0.972, 5.847, -2.185], [2.777, 4.989, -0.690], [-0.297, -8.007, -2.907], [-0.963, -6.875, -2.463], [-2.348, -6.899, -2.434], [-3.085, -7.953, -2.814], [-2.417, -9.034, -3.240], [-1.035, -9.112, -3.303], [0.787, -8.028, -2.943], [-0.419, -5.994, -2.148], [-2.915, -6.038, -2.092], [-3.038, -9.871, -3.542], [-0.548, -10.014, -3.654], [-3.912, 5.989, -2.628], [-4.444, 6.822, -3.601], [-3.690, 7.066, -4.738], [-2.472, 6.547, -4.953], [-1.979, 5.745, -3.995], [-2.655, 5.437, -2.825], [-4.472, 5.773, -1.724], [-5.422, 7.271, -3.480], [-4.065, 7.708, -5.529], [-0.993, 5.341, -4.191], [-2.209, 4.782, -2.087], [4.212, 3.982, 7.276], [4.318, 2.601, 7.333], [3.303, 1.891, 7.955], [2.223, 2.462, 8.510], [2.147, 3.800, 8.443], [3.106, 4.598, 7.841], [4.985, 4.573, 6.798], [5.168, 2.086, 6.904], [3.338, 0.808, 8.021], [1.265, 4.235, 8.901], [2.990, 5.674, 7.815]], "e_tot_ev": -62516.6497, "gap_ev": 7.3, "total_charge": 0, "mol_weight_da": 647.57, "largest_force_ev_per_a": 3.246, "lumo_ev": -0.4}